DFT (ωB97M-V with the def2-TZVPD basis set) results for a molecular structure, C23H36N4O2S2Sn at a distorted geometry.

The geometry in XYZ format:
```
68
Properties=species:S:1:pos:R:3:forces:R:3:nbo_charge:R:1
Sn -0.3900 0.4169 -0.9256 -1.5184 0.7888 0.5399 1.888
S 1.8630 3.8620 -0.5963 0.3125 1.5710 0.3801 1.210
S 0.2890 -0.5817 2.8676 0.4930 0.0714 0.1264 1.263
O 0.3858 -0.5397 1.3549 -0.0790 -0.2737 -0.4462 -1.026
O 1.2030 2.5089 -0.7567 -1.2070 -2.5517 -0.4647 -1.073
N -0.0402 -0.4490 -3.0597 0.1612 -0.0660 -0.0210 -0.644
N -2.1332 1.1936 -2.1514 0.9756 -0.1287 0.1543 -0.626
N -2.4139 0.8190 0.4860 0.9633 0.2995 0.7161 -0.632
N -1.9173 -1.4825 -1.0952 0.9595 0.1645 0.3376 -0.667
C 0.1948 -2.7083 4.5855 -0.0058 0.0485 0.1879 -0.170
C -4.1932 1.9775 -3.7779 -0.1187 0.1291 -0.0988 -0.060
C -2.0400 0.9831 -3.4595 -0.4572 0.2982 -1.0310 0.223
C 0.6888 -3.8293 5.1983 -0.3053 0.2715 0.0135 -0.113
C 1.8199 -4.5235 4.6487 -0.0418 -0.2977 0.1251 0.264
C 1.7606 0.2980 3.4584 -0.1961 -0.1194 0.0739 -0.791
C -3.2422 1.8593 -0.1286 -0.1447 0.2362 -0.1272 -0.290
C 2.3843 -4.0403 3.4278 0.0372 0.2790 -0.4182 -0.134
C 2.6922 4.3114 -2.1811 0.0707 -0.2355 0.7371 -0.566
C -4.2935 2.1538 -2.4054 0.4233 -0.3110 0.1366 -0.208
C 1.8689 -2.9353 2.8064 0.3371 -0.1623 -0.0763 -0.209
C -3.0706 1.3637 -4.3148 0.3621 -0.1017 0.2361 -0.217
C 3.4355 3.5838 0.3326 -0.3980 0.1385 -0.4606 -0.565
C -0.7614 0.3973 -4.0121 -0.3110 0.7256 -0.4660 -0.297
C 4.5050 4.2267 -0.5289 0.3988 -0.1308 -0.3694 -0.426
C 0.8230 -2.2226 3.4257 -0.2326 0.1005 0.2574 -0.089
C 2.3222 -5.7170 5.3119 0.0843 -0.1155 0.0201 -0.704
C -0.5025 -1.8485 -3.0499 -0.2727 -0.6828 0.1668 -0.254
C -3.0657 -0.4764 0.7540 -0.2290 -0.1037 0.1393 -0.243
C 4.1482 3.9250 -1.9924 0.4550 0.3173 -0.0620 -0.419
C -3.2335 1.7275 -1.6195 -0.6620 0.2271 0.0062 0.230
C -3.2483 -1.2793 -0.5048 -0.2685 0.0319 0.0475 -0.252
C -1.8994 -1.9765 -2.4689 -0.0464 -0.2665 -0.4532 -0.256
H -0.9946 -0.1449 -4.9353 0.1396 -0.0579 0.1334 0.263
H 1.6346 1.3443 3.1884 -0.0953 0.0176 -0.0530 0.272
H 1.5050 -6.4365 5.4867 -0.0731 0.0225 -0.0978 0.321
H -0.1174 1.2376 -4.2864 0.0795 -0.0849 -0.0316 0.269
H -2.2101 -3.0243 -2.5275 0.0079 0.0759 0.0382 0.261
H -4.9939 2.3158 -4.4235 -0.0049 -0.0537 -0.0449 0.279
H -2.6153 -1.4004 -3.0551 -0.0578 -0.0455 0.0379 0.228
H 4.7729 4.5173 -2.6638 0.0090 -0.1242 -0.0014 0.264
H 2.6500 -0.1202 2.9908 -0.0414 -0.0468 -0.0500 0.258
H 3.3593 4.0187 1.3278 -0.1841 0.0120 -0.0482 0.260
H 4.3174 2.8731 -2.2292 -0.0446 -0.0177 0.0556 0.212
H 3.1439 -6.2032 4.7954 0.0197 0.0197 0.0351 0.275
H -5.1729 2.5847 -1.9456 -0.0006 0.0358 -0.0265 0.274
H 2.6062 -5.4875 6.3543 0.0693 0.1150 -0.0235 0.328
H -0.5002 -2.2692 -4.0606 0.1194 0.1363 0.0513 0.266
H 1.8112 0.2119 4.5438 -0.0347 -0.0282 0.0349 0.278
H 4.5547 5.3038 -0.3594 -0.0926 -0.0180 -0.0074 0.239
H 3.2337 -4.5526 2.9954 -0.0032 -0.0836 0.0338 0.270
H -2.9810 1.1997 -5.3800 -0.0197 -0.0281 -0.0331 0.271
H -2.8225 2.8449 0.0939 0.0345 -0.0980 0.2830 0.266
H -4.0211 -0.3256 1.2649 0.0278 -0.0130 -0.0522 0.254
H 2.2897 -2.5841 1.8730 0.0450 0.0452 0.0174 0.260
H -3.7313 -2.2308 -0.2583 0.1247 0.0311 -0.1040 0.257
H 0.9362 -0.4674 -3.3377 0.2387 0.2069 0.1948 0.445
H 0.2225 -4.2019 6.1020 0.0471 -0.0417 0.0325 0.273
H 2.1715 3.8224 -3.0028 -0.0793 -0.0051 0.0914 0.246
H 2.5684 5.3939 -2.2612 -0.0548 -0.0626 0.0038 0.264
H -2.4118 -1.0489 1.4170 -0.0301 0.1983 0.1361 0.212
H 0.2008 -2.4248 -2.4423 0.0398 -0.0223 -0.1097 0.228
H -0.6529 -2.1862 5.0112 0.0096 0.0313 0.0316 0.258
H 5.4880 3.8268 -0.2739 -0.0465 0.0356 0.0072 0.260
H -3.9072 -0.7665 -1.2053 0.1501 -0.0361 -0.1833 0.230
H 3.5408 2.5007 0.4044 -0.0220 -0.0505 -0.0887 0.229
H -2.1513 1.1764 1.4005 0.3289 0.0625 -0.0579 0.421
H -1.4030 -2.1307 -0.5025 -0.1560 -0.2826 0.0035 0.406
H -4.2595 1.8360 0.2720 0.0104 0.0033 -0.1152 0.254
```
Positions in Å, forces in eV/Å.

- F_max (eV/Å) = 2.86
- E_HOMO (spin up / spin down) (eV) = -18.70 / -18.67
- net charge = +4
- E (a.u.) = -2276.69549
- energy relative to the best compared isomer or geometry (same formula, charge and spin) (kJ/mol) = 183.4
- HOMO-LUMO gap (spin up / spin down) (Ha) = 0.1538 / 0.1606


DFT (ωB97M-V with the def2-TZVPD basis set) results for C23H36N4O4S in the gas phase at a distorted geometry.

The geometry in XYZ format:
```
68
Properties=species:S:1:pos:R:3:forces:R:3:nbo_charge:R:1
S 0.5562 -1.2013 -0.3795 -0.3711 -0.6486 -0.0790 2.339
O 1.7846 -1.4313 -1.0854 -0.0915 0.0470 -0.2290 -0.941
O 1.2548 2.7739 -2.7401 0.0026 0.1399 -0.3366 -0.639
O 0.6508 -0.7572 0.9848 -0.2898 0.0194 -0.1362 -0.943
O 4.1026 0.9766 1.4219 -0.2183 -0.1343 0.0569 -0.550
N 1.7090 1.8276 -0.7396 0.0968 -0.0316 0.3085 -0.620
N -1.4716 -4.4283 -1.3263 -0.1059 -0.0959 -0.9168 -0.267
N -0.3026 -0.0728 -1.2839 0.9531 -0.8865 0.3104 -0.693
N -1.4289 -4.5422 0.0041 0.5079 0.8381 0.2666 -0.156
C 3.9908 2.7326 -0.3413 -0.1050 -0.1914 0.4230 -0.442
C 1.1706 1.8368 -1.9695 -0.2171 -0.3131 0.0490 0.665
C -0.6780 -2.8335 -3.0291 -0.0939 -0.1091 -0.0482 -0.649
C -2.1675 -0.0881 0.2492 -0.0666 0.1018 0.0281 -0.251
C -1.4079 0.5687 -0.7144 -0.8409 0.1847 0.4654 0.225
C -5.9553 2.7212 -0.0275 0.0390 -0.1566 0.2302 -0.594
C 4.4208 -0.1960 0.6792 0.1177 -0.4420 -0.0185 0.097
C -1.8007 1.8480 -1.1055 0.2572 -0.1699 -0.1361 -0.294
C -2.9169 2.4396 -0.5463 -0.0964 -0.0866 0.1234 -0.140
C -0.3939 -2.6780 -0.4573 0.1924 0.2971 0.2057 -0.499
C 0.4200 0.5582 -2.3611 0.3245 0.1147 -0.4267 -0.327
C -3.2752 0.5216 0.8067 0.0524 0.0417 -0.0757 -0.187
C -2.0206 -5.6747 0.6536 -0.1800 -0.3400 0.2449 -0.410
C -3.6755 1.7933 0.4208 -0.0476 -0.0857 0.0866 -0.046
C 3.8579 -1.3540 1.4978 -0.0086 0.4024 -0.2322 -0.621
C -4.5071 3.7300 1.7686 -0.1032 -0.2543 0.0542 -0.595
C 2.4738 2.9551 -0.2555 0.2336 0.1654 -0.1531 -0.229
C -4.8905 2.4428 1.0357 -0.0286 0.1906 -0.0889 -0.233
C 4.6007 2.2075 0.9643 0.1893 0.3330 -0.2244 -0.055
C -0.7829 -3.5096 0.5829 0.0436 0.1346 0.0258 0.233
C -0.5903 -3.3878 2.0462 -0.0029 -0.0095 0.0843 -0.672
C -0.8474 -3.3091 -1.6355 -0.0321 -0.0551 0.1722 0.185
C 5.9227 -0.3827 0.4494 -0.3937 0.2606 -0.0012 -0.643
H 1.1633 -0.1649 -2.7046 -0.1042 0.2188 -0.1669 0.266
H 2.1913 3.8009 -0.8874 -0.0049 -0.0908 0.1932 0.234
H 0.3693 -2.6006 -3.2105 0.0586 0.0193 -0.1167 0.232
H -1.0098 -3.6047 -3.7181 0.0082 -0.0017 -0.0811 0.239
H -1.2375 2.3968 -1.8419 0.0687 0.0749 -0.1285 0.230
H 1.6618 1.0059 -0.1550 -0.0185 0.1536 -0.0004 0.411
H -1.2697 -6.2302 1.2179 -0.0383 -0.0040 -0.0256 0.209
H -6.8493 3.1351 0.4339 -0.1139 0.0717 -0.0001 0.207
H -1.8848 -1.0745 0.5724 -0.1366 -0.0474 0.0777 0.219
H -4.1136 4.4671 1.0736 0.0559 0.1181 -0.0773 0.202
H -5.5886 3.4321 -0.7634 0.0289 0.0983 -0.1119 0.202
H 2.8087 -1.1681 1.7063 -0.0237 -0.0485 0.0666 0.234
H 5.6941 2.1756 0.8579 -0.0869 0.0070 0.0757 0.165
H 4.3957 -1.4388 2.4388 0.1046 -0.0313 0.1078 0.202
H 2.1831 3.1578 0.7780 -0.0210 0.0490 -0.0465 0.200
H 6.0968 -1.3770 0.0480 0.0431 -0.1005 -0.0611 0.217
H 6.4591 -0.2851 1.3913 0.0718 -0.0044 0.0991 0.209
H -3.8419 -0.0106 1.5578 -0.0681 -0.0431 0.0787 0.207
H 4.3635 2.9064 1.7732 0.0969 0.0210 -0.1016 0.183
H -0.0853 -2.4499 2.2608 -0.0339 -0.0686 0.1063 0.271
H -1.2640 -1.9301 -3.1919 -0.0228 0.0647 -0.0755 0.228
H 0.0148 -4.2125 2.4223 0.0332 -0.0317 0.0753 0.232
H -5.3774 4.1553 2.2638 -0.0701 0.1008 0.0511 0.207
H 6.3165 0.3415 -0.2602 0.1101 0.0419 -0.0564 0.205
H -2.4393 -6.3124 -0.1214 0.0337 0.0493 0.0567 0.243
H -6.2249 1.8022 -0.5433 -0.0618 -0.0451 -0.0934 0.212
H -3.7462 3.5256 2.5185 0.0779 0.0528 0.0818 0.213
H -0.2568 0.7886 -3.1891 0.0730 0.0309 0.1607 0.233
H -2.8139 -5.3584 1.3333 0.0165 -0.0344 -0.0300 0.208
H 3.9454 -2.2807 0.9385 0.0213 -0.1482 -0.0444 0.206
H -1.5499 -3.4077 2.5633 -0.0348 0.0049 0.0779 0.226
H 4.4808 3.6808 -0.5678 0.0722 0.0137 -0.0270 0.215
H 4.2021 2.0454 -1.1618 0.0484 0.0546 -0.1053 0.210
H 3.9084 -0.1755 -0.2953 0.0592 0.0582 0.1144 0.171
H -3.1901 3.4313 -0.8737 -0.0287 0.1269 -0.0468 0.204
H -5.3140 1.7464 1.7683 0.0690 0.0087 -0.0598 0.199
```
Positions in Å, forces in eV/Å.

- F_max (eV/Å) = 1.34
- SMILES = Cc1nn(C)c(C)c1S(=O)(=O)N(CC(=O)NCCCOC(C)C)c1ccc(C(C)C)cc1
- E_HOMO (eV) = -8.39
- E (a.u.) = -1816.19400
- energy relative to the best compared isomer or geometry (same formula, charge and spin) (kJ/mol) = 112.7
- HOMO-LUMO gap (Ha) = 0.3270


> The highest energy relative to the best compared isomer or geometry (same formula, charge and spin) belongs to which entry?

C23H36N4O2S2Sn


> Among the records above, which one has the lowest F_max?

C23H36N4O4S


> What is the E in the second record?

-1816.19400 a.u.


> Among the records above, which one has the highest F_max?

C23H36N4O2S2Sn